[1]
18
Properties=species:S:1:pos:R:3:forces:R:3 method="wB97M-V/def2-TZVPD" total_charge=-1 homo_energy_ev=-2.68 energy_ha=-343.715893 homo_lumo_gap_ha=0.239
N -1.53554 1.80146 0.49249 0.8 0.0 0.0
C -0.30953 2.11912 -0.39835 -0.3 -0.5 0.1
O -0.49213 3.13054 -1.21001 0.2 0.3 0.0
H -2.26718 1.79873 -0.20433 -0.4 0.1 -0.1
H -1.65597 2.69025 0.97349 -0.2 0.0 0.0
H 0.52645 2.20116 0.36770 -0.1 0.2 -0.1
H -0.11513 1.14314 -0.91911 0.0 0.0 0.1
N 0.96397 -0.65640 1.68486 -0.2 -0.4 -0.1
C 0.09762 -1.19774 0.61265 0.2 0.2 0.7
C 0.63429 -2.34092 -1.51550 0.4 -0.2 -0.1
C 0.90362 -1.38508 -0.62852 -0.6 -0.6 -0.8
H 0.44844 -0.68164 2.55906 0.0 0.2 -0.1
H 1.10271 0.31908 1.46582 0.0 0.4 0.1
H -0.75965 -0.53666 0.44864 0.1 0.1 -0.2
H -0.30248 -2.15638 0.95279 0.1 -0.1 -0.1
H 1.18897 -2.45896 -2.44089 0.1 0.2 0.1
H -0.11652 -3.11010 -1.36752 -0.2 0.2 0.2
H 1.68807 -0.67959 -0.87326 0.0 0.2 0.2



[2]
18
Properties=species:S:1:pos:R:3:forces:R:3 method="wB97M-V/def2-TZVPD" total_charge=+1 homo_energy_ev=-13.76 energy_ha=-343.397937 homo_lumo_gap_ha=0.381
C -0.54330 -0.42296 -0.03088 1.7 1.3 -2.4
C 0.54604 0.73315 -1.38737 -2.0 0.6 -2.1
C 1.73991 0.88897 -0.52375 -0.1 -0.5 0.1
C -0.25157 -2.24845 1.56114 0.6 -1.8 3.5
N -1.65480 0.14720 0.33246 -1.8 -1.7 4.0
N -0.30409 1.87669 -1.45009 2.1 -1.9 -1.0
O 0.02156 -1.46557 0.44523 0.0 1.1 -1.5
H 0.84171 0.38958 -2.53030 -1.4 -0.1 3.2
H 2.57983 1.39081 -1.09419 -1.0 -0.2 1.1
H 2.02001 -0.17137 -0.37424 0.4 0.7 0.5
H 1.32290 1.34981 0.42604 1.5 -0.3 -0.8
H 0.30546 -1.85293 2.52413 -1.2 -0.3 -2.0
H -1.32941 -2.46405 1.81867 1.0 0.5 -0.6
H 0.28093 -3.20653 1.33260 -0.8 0.7 0.3
H -1.81441 1.14115 0.16819 0.0 -0.6 -0.5
H -2.22948 -0.25905 1.21719 1.7 1.3 -2.7
H -1.20759 1.86991 -1.84683 -0.7 -0.4 -1.1
H -0.32371 2.30363 -0.58801 0.1 1.7 2.1



[3]
18
Properties=species:S:1:pos:R:3:forces:R:3 method="wB97M-V/def2-TZVPD" total_charge=+1 homo_energy_ev=-13.49 smiles="N[C@H](C=O)CC[NH3+]" energy_ha=-343.462070 homo_lumo_gap_ha=0.361
N -1.00392 0.53872 0.78095 0.9 -2.5 0.1
C -0.33438 0.40117 -0.55938 -0.6 1.2 1.7
C -1.18601 -0.33732 -1.61382 0.1 1.0 1.0
O -2.35022 -0.08301 -1.66816 -0.1 -0.5 -0.5
C 1.10466 -0.13905 -0.46898 0.1 0.1 -3.3
C 1.84762 -0.55989 0.73594 2.5 0.3 1.7
N 1.38442 0.12866 2.04674 -1.8 -1.1 -0.5
H -1.29725 -0.43394 0.98785 -0.3 0.9 0.4
H -1.81233 1.12994 0.90954 -0.1 0.1 -0.9
H -0.23181 1.45791 -0.79768 -0.1 -0.1 -0.9
H -0.63266 -1.06654 -2.22982 -0.3 -0.1 -0.3
H 1.63154 0.61423 -1.09459 0.4 -0.3 0.9
H 1.18632 -1.00498 -1.16881 -0.2 0.3 0.6
H 2.92878 -0.33400 0.73028 -0.5 0.5 -0.7
H 1.97032 -1.65373 0.84609 -1.1 0.4 0.6
H 0.66836 0.87418 1.82720 0.1 -0.8 -0.2
H 2.06100 0.51980 2.69375 0.5 -0.4 -0.1
H 0.82184 -0.63103 2.47943 0.4 1.1 0.5



[4]
18
Properties=species:S:1:pos:R:3:forces:R:3 method="wB97M-V/def2-TZVPD" total_charge=+1 homo_energy_ev=-12.55 energy_ha=-343.019791 homo_lumo_gap_ha=0.155
O -0.37938 0.28762 1.98236 -2.6 -0.7 -1.9
C -1.11964 0.18226 0.86470 3.0 1.2 1.8
N -0.10812 -0.55264 -0.21750 -3.0 -2.0 2.1
C -0.74018 -1.83979 -0.54669 4.3 1.5 1.8
C -2.44893 -0.69545 0.97456 3.9 1.4 -2.7
N 1.85041 1.69136 -1.39065 1.6 2.3 -0.1
C 2.47827 1.52947 -0.12161 2.8 -1.7 -2.7
H 0.38680 0.08687 -0.79843 -0.2 0.1 -1.5
H -1.92592 -1.63501 0.04368 0.7 -0.8 -0.4
H -0.11549 -2.71934 -0.06031 -2.2 1.5 -0.1
H -0.55722 -1.97015 -1.59139 -1.5 -0.3 -1.1
H -2.69136 -1.14144 1.85910 -0.4 -1.5 2.3
H -3.21532 -0.35171 0.34707 -1.4 0.5 -0.6
H 2.41454 1.59355 -2.25042 0.1 -1.4 0.1
H -1.33044 1.18678 0.42554 -0.3 -0.6 0.0
H 2.62847 2.48295 0.37604 -0.9 0.3 0.7
H 1.53544 1.10236 0.00414 -2.6 -1.5 3.4
H 3.33808 0.76231 0.09983 -1.2 1.7 -1.1



[5]
18
Properties=species:S:1:pos:R:3:forces:R:3 method="wB97M-V/def2-TZVPD" total_charge=+1 homo_energy_ev=-14.00 smiles="CNC(O)=[N+](C)C" energy_ha=-343.448053 homo_lumo_gap_ha=0.389
C -0.85285 -1.54250 -2.05858 -3.6 -2.2 2.1
N -0.23323 -0.65064 -1.09780 -0.4 -0.1 -0.4
C -0.27067 -0.58589 0.23737 1.3 3.1 -1.0
O -0.46888 -1.65926 1.02260 0.5 2.4 -0.1
N 0.07734 0.72477 0.78686 -2.0 -9.1 0.8
C 0.41271 0.54257 2.19385 -0.3 -0.4 0.0
C 0.51577 1.86739 0.07348 -0.7 0.2 3.7
H -0.75954 -2.59122 -1.61263 -0.4 1.2 -1.1
H -2.00624 -1.27876 -2.27037 2.5 -0.6 0.9
H -0.42213 -1.51848 -3.01618 1.2 0.2 -0.9
H 0.19188 0.06728 -1.64431 0.4 1.1 0.7
H -1.08437 -2.35566 0.78119 -0.3 0.0 -0.7
H -0.03229 -0.27310 2.77018 -0.7 0.4 -0.8
H 0.17517 1.46488 2.55232 -1.0 2.4 2.0
H 1.41921 0.43575 2.44562 2.2 -0.2 -0.5
H 1.46601 1.69626 -0.24300 3.2 0.0 -0.9
H 0.49155 2.58525 0.95237 0.0 0.2 -2.0
H -0.09149 1.97133 -0.74714 -1.7 1.3 -1.7



[6]
18
Properties=species:S:1:pos:R:3:forces:R:3 method="wB97M-V/def2-TZVPD" total_charge=+1 homo_energy_ev="-13.05 / -13.75" energy_ha=-343.291316 homo_lumo_gap_ha="0.273 / 0.332"
C -1.13428 0.39246 -0.15556 1.3 -2.2 1.0
C -2.10518 -0.69011 0.09466 0.7 0.3 -3.2
C 0.94939 -1.95614 0.05362 0.8 -2.8 0.9
C 2.07384 1.49371 0.00135 0.9 0.5 1.8
N 1.01730 -0.58019 0.36345 0.4 3.2 -0.8
N -1.52685 1.57270 -0.31003 -1.5 1.9 0.5
O 1.91333 0.12415 -0.40975 -1.1 -1.8 0.9
H -1.65366 -1.38063 0.78698 -0.2 -0.7 -0.2
H -3.05999 -0.33848 0.41550 -0.7 0.3 0.5
H -2.26102 -1.03341 -1.03201 0.3 -0.3 2.4
H 1.58600 -2.41519 -0.72217 0.0 1.0 0.0
H 1.24255 -2.53893 1.03235 -0.5 1.3 -1.5
H -0.06882 -2.31719 -0.14441 0.1 0.5 0.1
H 2.76542 1.97744 -0.73443 -1.4 -0.3 0.1
H 2.69330 1.59637 0.95711 -1.0 -0.7 -1.0
H 1.06581 1.93433 0.26179 1.2 -0.3 -0.8
H -2.53505 1.75649 -0.21769 0.3 0.2 -0.1
H -0.96209 2.40262 -0.24075 0.4 0.1 -0.6



[7]
18
Properties=species:S:1:pos:R:3:forces:R:3 method="wB97M-V/def2-TZVPD" total_charge=+1 homo_energy_ev="-12.38 / -12.38" energy_ha=-343.436396 homo_lumo_gap_ha="0.296 / 0.296"
C -0.10026 -0.98395 1.03427 0.2 -0.6 -1.3
C 1.53060 0.76439 0.58995 0.5 -2.1 -0.8
C 1.01547 -0.51548 0.27961 -1.2 1.9 2.0
C -1.70161 0.29004 -0.99233 -2.8 0.7 -1.4
N 2.65301 1.14866 -0.05688 -1.8 -0.8 -0.1
N -1.89813 -0.11720 0.36831 2.2 -3.6 -1.9
O 1.47928 -1.14024 -0.83898 1.7 1.8 0.8
H -0.50425 -1.99007 0.64899 0.7 1.4 1.5
H -0.23446 -0.60705 2.07696 0.0 -0.7 -1.1
H 0.96816 1.30913 1.34246 0.8 0.4 0.0
H -1.76674 -0.55866 -1.76388 0.3 1.1 1.5
H -2.57782 0.99542 -1.20067 1.4 -0.7 -0.4
H -0.79005 0.84141 -1.05233 0.7 0.3 -0.4
H 2.86277 2.13297 -0.12736 0.4 -0.2 -0.1
H 2.86771 0.46048 -0.81579 0.3 1.4 0.7
H -2.58529 -0.81259 0.47542 -1.0 -1.0 0.1
H -2.04338 0.54162 1.02080 -0.6 3.3 2.4
H 0.82500 -1.75888 -0.98855 -1.7 -2.6 -1.3



[8]
18
Properties=species:S:1:pos:R:3:forces:R:3 method="wB97M-V/def2-TZVPD" total_charge=+1 homo_energy_ev=-13.73 smiles="N[C@H](C=O)CC[NH3+]" energy_ha=-343.453681 homo_lumo_gap_ha=0.378
N 0.34960 -1.02599 1.12355 -0.8 -2.2 -0.8
C -0.82370 -0.70646 0.22382 1.5 0.7 -0.2
C -1.58032 -1.93348 -0.31770 0.5 -0.5 -1.4
O -1.04166 -2.98826 -0.62185 -1.1 2.1 1.0
C -0.37037 0.30789 -0.88601 -0.9 2.4 1.1
C 0.43707 1.67379 -0.47771 -0.4 -1.8 -2.7
N 1.56012 1.22424 0.31719 1.1 2.5 3.8
H 0.80699 -1.97528 0.81512 -1.0 2.4 0.3
H -0.12320 -1.30828 1.97680 0.4 0.0 0.4
H -1.54252 -0.13225 0.77156 -0.5 0.1 0.9
H -2.67099 -1.66000 -0.49241 0.8 -0.9 0.0
H -1.21518 0.72939 -1.43377 -0.1 -0.5 -0.1
H 0.25357 -0.16259 -1.52851 1.8 -1.7 -2.3
H -0.26826 2.21568 0.09101 -0.2 1.1 0.9
H 0.86272 2.26221 -1.32705 -1.1 -0.6 0.3
H 2.03967 1.99398 0.91184 -1.3 -1.1 -1.1
H 2.40895 0.83300 -0.12665 -1.3 -0.8 -0.1
H 0.91749 0.65242 0.98079 2.8 -1.3 -0.2



[9]
18
Properties=species:S:1:pos:R:3:forces:R:3 method="wB97M-V/def2-TZVPD" total_charge=+1 s2=2.007 homo_energy_ev="-9.67 / -15.34" energy_ha=-343.188245 multiplicity=3 homo_lumo_gap_ha="0.251 / 0.221"
C 3.37694 1.57829 -0.21077 3.8 -0.1 -2.1
C 2.16340 1.40173 -0.99803 -1.1 1.8 2.2
C -1.64318 0.27265 0.84378 -3.5 -0.6 0.1
C -1.52373 -0.93142 -0.13772 -0.1 2.9 -1.7
N 1.20280 0.65580 -1.27234 -2.1 -1.9 -2.3
N -0.06622 -1.28874 -0.18172 -0.5 -0.4 0.4
O 3.02379 2.34646 -1.45337 2.0 -0.7 0.6
H 3.30826 2.19525 0.61956 -0.4 0.8 1.9
H 4.30328 0.89661 -0.27520 -1.5 0.9 -0.3
H -0.69944 0.67062 1.00652 1.7 0.8 0.8
H -2.27368 1.10490 0.46063 0.4 -0.6 0.0
H -2.20454 -0.04455 1.81415 1.5 0.5 -1.5
H -1.75524 -0.68536 -1.29484 0.2 -0.4 2.8
H -2.25375 -1.63043 0.25381 0.6 -1.1 -0.5
H 0.76727 0.93613 -2.15311 -0.6 -0.7 0.1
H 0.68094 -0.34904 -0.67763 -0.9 -0.7 -0.5
H -0.05972 -2.23239 -0.53482 0.9 -0.3 -0.7
H 0.38609 -1.34277 0.72181 -0.4 -0.1 0.7



[10]
19
Properties=species:S:1:pos:R:3:forces:R:3 method="wB97M-V/def2-TZVPD" total_charge=+1 homo_energy_ev=-13.69 energy_ha=-418.691652 homo_lumo_gap_ha=0.366
C -0.36826 1.77114 0.94260 1.5 0.7 4.1
C 0.48503 0.55536 0.70758 -0.3 0.0 0.5
C 1.71140 0.37662 0.11219 2.4 1.5 0.4
N 1.87463 -0.97474 -0.23692 0.4 -0.8 2.9
C 0.81837 -1.61132 0.38018 0.6 3.6 -0.9
N -0.07702 -0.71954 0.89057 0.5 -2.1 1.2
H 0.27818 2.55653 1.53572 -1.0 -0.9 -2.1
H -1.13342 1.66416 1.78724 0.7 -0.6 -1.5
H -0.81743 2.03798 0.01757 -0.2 0.9 -0.6
H 2.66306 1.10496 0.10380 -2.8 -1.6 -0.6
H 2.86598 -1.46814 -0.37962 -3.2 1.4 0.2
H 0.71875 -2.60887 0.37841 -0.5 -3.4 0.1
H -0.89329 -1.05870 1.64383 2.6 1.5 -3.0
H -0.74832 0.20778 -1.91818 -6.6 -4.0 0.0
H 0.21880 0.77983 -2.92401 -0.5 -0.2 0.9
O -0.02237 0.66138 -1.98103 6.7 4.2 -1.5
H -1.73096 -1.22050 -0.39690 -0.6 0.0 -0.2
H -3.19124 -0.63911 -0.48979 0.8 -1.2 0.4
O -2.65189 -1.41483 -0.17325 -0.5 1.2 -0.4



[11]
19
Properties=species:S:1:pos:R:3:forces:R:3 method="wB97M-V/def2-TZVPD" total_charge=+2 s2=0.792 homo_energy_ev="-18.87 / -18.70" energy_ha=-418.191583 multiplicity=2 homo_lumo_gap_ha="0.366 / 0.198"
N -0.00388 1.43432 -2.43906 2.9 -1.8 3.1
C 0.01691 0.38253 -1.27765 4.7 -1.2 -0.6
C -0.91978 0.77114 -0.25861 -3.8 1.6 -2.6
N -1.11309 0.20804 0.90906 -2.0 -1.0 4.0
C -0.41150 -0.76564 1.73811 0.0 0.9 3.2
C 1.09035 -0.76745 1.52766 -1.8 -0.2 -3.8
O 1.21941 -1.95752 0.72464 1.2 -0.5 0.5
O -1.88852 1.48932 -0.70095 1.3 -0.5 1.6
H -0.31673 2.29951 -2.09928 -0.6 1.9 0.8
H -0.67570 1.14039 -3.06623 -1.6 -0.9 -2.4
H 0.94924 1.55581 -2.80736 -0.4 -0.2 -0.5
H -0.24199 -0.58747 -1.72662 -0.3 0.2 0.2
H 1.09659 0.11626 -0.78547 -2.2 1.2 -2.0
H -2.03920 0.50913 1.36734 1.3 -0.3 -1.1
H -0.72271 -0.61312 2.89949 0.3 -0.1 -2.7
H -0.66195 -1.82419 1.48188 -0.8 0.5 -0.1
H 1.72034 -0.88547 2.33426 1.0 0.6 2.1
H 1.27025 0.14321 0.87272 0.9 -1.0 1.4
H 1.63196 -2.64881 1.30606 -0.3 0.6 -1.1



[12]
20
Properties=species:S:1:pos:R:3:forces:R:3 method="wB97M-V/def2-TZVPD" total_charge=-1 homo_energy_ev=-3.08 energy_ha=-817.240352 homo_lumo_gap_ha=0.247
O -0.33444 0.77462 -2.54079 0.4 0.2 0.2
C -0.48679 0.17829 -1.47610 -0.8 -0.3 -0.2
N -0.92301 0.82113 -0.37236 0.0 -0.6 0.1
C -1.46907 0.29369 0.84861 -2.0 1.4 1.8
C -0.74459 0.71184 2.11512 2.1 -0.5 0.3
S 0.78751 -0.32981 2.32177 -0.4 0.1 0.4
C -0.25520 -1.32464 -1.41380 0.6 -0.2 -0.5
N 0.98838 -1.72708 -0.76144 -0.4 -0.6 -0.1
H -1.06716 1.80273 -0.48598 0.1 0.4 -0.2
H -2.48124 0.74603 1.03803 0.3 0.1 -0.9
H -1.76304 -0.74915 0.89010 0.9 -0.4 -0.5
H -1.40229 0.77977 2.99175 -0.1 -0.7 -0.2
H -0.29536 1.70775 2.10188 -0.5 0.3 -0.7
H -0.22597 -1.63833 -2.46042 -0.1 0.1 0.0
H -1.07588 -1.88112 -0.95970 -0.1 0.3 0.2
H 0.76133 -1.96108 0.19435 0.3 0.3 0.4
H 1.68219 -0.99226 -0.71402 -0.1 0.1 -0.1
H 2.79635 0.74101 0.32334 -0.1 -0.2 0.1
H 2.39632 1.26326 -1.04560 0.3 -0.2 0.1
O 3.11195 0.78336 -0.59474 -0.4 0.4 -0.1



Here are the calculated energy above the lowest of the compared OMol25 structures with the same formula, charge and spin numbers, same order: 34.7, 104.3, 64.1, 341.6, 72.9, 171.2, 80.2, 69.3, 101.4, 67.9, 73.2, 16.5 (kcal/mol).